Entry 1:
The following is a DFT calculation (the ωB97M-V functional and the def2-TZVPD basis) of a molecular structure, C46H58BCl3N11NaO6S4.

XYZ file:
```
130
Properties=species:S:1:pos:R:3
Na -0.54128 -0.77256 -0.92752
O -2.31181 -2.68830 3.37121
C -1.59448 -2.71858 2.22477
O -0.44562 -2.40574 2.15186
C -2.42555 -3.19385 1.06337
C -3.54538 -3.99813 1.25561
C -4.21527 -4.46973 0.14123
C -3.73384 -4.13716 -1.11591
C -2.60671 -3.32787 -1.19674
N -1.97923 -2.84697 -0.13192
C -2.01391 -2.88686 -2.51364
O -2.34952 -3.60003 -3.60431
O -1.31552 -1.92054 -2.61491
H -1.71432 -2.34518 4.05312
H -3.87101 -4.23996 2.25625
H -5.09588 -5.08829 0.24720
H -4.24960 -4.48075 -2.00305
H -2.71016 -4.45878 -3.35350
C 1.47903 -5.39625 3.35015
C 1.98404 -5.73845 1.94269
C 3.13595 -6.74400 2.01471
C 0.83475 -6.37332 1.16986
N 2.51267 -4.48283 1.34234
C 3.46033 -3.75318 2.05409
C 3.65796 -2.59631 1.40302
N 2.84475 -2.58900 0.29426
B 2.54971 -1.35342 -0.58646
N 3.05837 -1.58207 -2.03338
C 3.79347 -2.65236 -2.48596
C 3.77261 -2.63678 -3.83016
N 3.01054 -1.54062 -4.22276
C 2.55389 -0.90838 -3.09667
S 1.56566 0.47132 -2.96317
C 2.54546 -1.30276 -5.61429
C 1.04809 -1.59968 -5.68733
C 2.86092 0.13281 -6.03641
C 3.28590 -2.24668 -6.56008
N 3.25003 -0.10120 -0.00065
C 4.38803 0.47644 -0.51696
C 4.59188 1.63769 0.12201
N 3.56606 1.79744 1.05226
C 2.70993 0.72925 0.92718
S 1.25950 0.36889 1.72673
C 3.40743 3.10782 1.74267
C 4.78027 3.54521 2.26370
C 2.88109 4.10536 0.71152
C 2.46473 3.07758 2.94287
C 2.14144 -3.75198 0.24132
S 1.15391 -4.17170 -1.07465
H 0.93865 -6.25036 3.76017
H 0.80957 -4.53737 3.30419
H 2.29539 -5.15885 4.03219
H 2.79112 -7.66424 2.48863
H 3.97498 -6.36085 2.59500
H 3.49014 -6.98184 1.01138
H 0.53523 -7.26549 1.72536
H 1.12369 -6.65654 0.16314
H -0.01510 -5.69906 1.08952
H 3.90140 -4.11686 2.96191
H 4.29044 -1.76229 1.64604
H 1.37428 -1.21588 -0.63404
H 4.26410 -3.34311 -1.81050
H 4.24421 -3.29841 -4.52916
H 0.49230 -0.92002 -5.04599
H 0.85037 -2.62081 -5.35587
H 0.70194 -1.49042 -6.71693
H 2.39986 0.85143 -5.36548
H 2.48467 0.29312 -7.04850
H 3.94023 0.29746 -6.04124
H 3.01629 -3.29046 -6.39453
H 4.36724 -2.13668 -6.47144
H 3.00631 -1.98820 -7.58126
H 4.95944 0.00812 -1.29635
H 5.37713 2.35631 -0.00257
H 5.50787 3.70158 1.46948
H 5.17642 2.80402 2.95883
H 4.67053 4.49163 2.79392
H 3.59603 4.25610 -0.09900
H 2.68455 5.06891 1.18424
H 1.95458 3.73118 0.27737
H 2.76901 2.33387 3.67824
H 1.44687 2.84683 2.65254
H 2.50363 4.06757 3.40383
Cl -6.29784 3.60188 -2.32288
C -4.98700 3.82315 -1.20315
C -5.25998 4.00863 0.14255
C -4.19871 4.15134 1.01623
C -2.87540 4.10772 0.58526
C -1.75873 4.22233 1.59281
C -1.95499 3.27395 2.79442
N -2.39745 1.95420 2.38603
C -3.47636 1.26304 2.88743
C -3.52812 0.09931 2.17996
N -2.49604 0.05380 1.26903
C -1.85126 1.18638 1.42141
O -1.67957 5.60335 1.95523
C -1.15490 5.97100 3.21889
C -2.21304 5.99655 4.28504
C -2.12531 5.43109 5.51934
Cl -0.79935 4.53727 6.14930
S -3.54513 5.64189 6.46090
C -4.29426 6.50978 5.18544
C -3.48380 6.62351 4.10324
C -2.64621 3.95942 -0.77719
Cl -1.03954 3.96273 -1.42901
C -3.69128 3.81184 -1.67755
H -6.28167 4.03026 0.49358
H -4.40174 4.30048 2.07048
H -0.81598 3.95826 1.10401
H -2.70129 3.66723 3.48179
H -1.01622 3.17642 3.34309
H -4.08388 1.65761 3.68257
H -4.22797 -0.71283 2.28803
H -0.97860 1.49064 0.86546
H -0.76951 6.98210 3.07255
H -0.31083 5.34582 3.52240
H -5.29240 6.89446 5.31280
H -3.76276 7.12167 3.18640
H -3.48830 3.67936 -2.72970
C -1.89362 1.04610 -4.47681
N -2.96059 0.64958 -3.57684
C -2.75699 0.49474 -2.24734
N -3.81606 -0.00979 -1.52884
O -1.72511 0.84189 -1.67940
H -2.05746 2.05307 -4.86533
H -1.82775 0.34717 -5.31061
H -0.95038 1.01768 -3.93496
H -3.81648 0.29960 -3.96991
H -4.48943 -0.60625 -1.97810
H -3.57344 -0.21937 -0.56675
```

Calculated values
gap between HOMO and LUMO = 0.2239 Eh
total charge = 0
energy relative to the best compared isomer or geometry (same formula, charge and spin) = 14.4 kcal/mol
E_HOMO = -6.349 eV
E = -6002.2316 a.u.

Entry 2:
The following is a DFT calculation (the ωB97M-V functional and the def2-TZVPD basis) of a molecular structure, C46H58GdN4O5S2 in a non-equilibrium geometry.

XYZ file:
```
116
Properties=species:S:1:pos:R:3
Gd 0.03886 0.36878 0.97798
C 0.44127 -1.82865 3.95313
C 1.74291 -1.80732 3.15877
N 2.03677 -0.49420 2.55762
C 2.61954 0.50022 3.47137
C 1.69363 1.07600 4.53852
S 0.07484 1.73665 4.03789
C -1.06395 0.66486 4.94116
C -1.62338 -0.51244 4.13504
N -0.61794 -1.09674 3.26620
H 0.58756 -1.38792 4.94057
H 0.17049 -2.87498 4.14094
H 1.67985 -2.52823 2.34092
H 2.57086 -2.13315 3.80622
H 2.73060 -0.64497 1.81999
H 2.99203 1.30992 2.84229
H 3.48244 0.06552 4.00105
H 2.24009 1.88997 5.01852
H 1.50627 0.34845 5.32618
H -1.88627 1.29967 5.27487
H -0.56357 0.33119 5.85025
H -2.43409 -0.14900 3.49965
H -2.06731 -1.23285 4.83640
H -1.02502 -1.68533 2.53550
N -1.53221 2.58213 0.80898
C -2.79758 2.39637 0.07835
C -3.61136 1.27269 0.69518
N -2.75934 0.11272 0.95881
H -1.71910 2.90604 1.76188
H -0.98910 3.31429 0.35746
H -3.40428 3.31127 0.06683
H -2.54896 2.17386 -0.96143
H -4.45437 1.04426 0.03196
H -4.04104 1.60160 1.64697
H -2.50761 -0.37310 0.09188
H -3.24823 -0.60203 1.49464
C -0.89439 -2.08577 -5.23512
C -1.69040 -1.77685 -3.99413
C -3.18084 -2.00211 -4.15530
O -1.16090 -2.55928 -2.92428
C -1.29796 -1.78478 -1.75933
C -1.00659 -0.33195 -2.24698
O -1.48533 -0.40465 -3.58616
C 0.31808 0.44581 -2.22593
O 0.85880 0.42250 -0.92949
C 0.04758 1.92094 -2.50739
C -1.14311 2.45412 -2.97344
C -1.26566 3.82634 -3.18225
C -0.19556 4.67571 -2.95067
C 1.00978 4.14205 -2.50082
C 1.12216 2.78413 -2.27844
C 1.31082 -0.06668 -3.27966
C 1.26056 0.40452 -4.59158
C 2.12975 -0.07493 -5.55864
C 3.06946 -1.04109 -5.23112
C 3.13567 -1.50450 -3.92754
C 2.27012 -1.01066 -2.96187
C -0.72855 -2.53072 -0.52307
O -0.50858 -1.59232 0.48827
C -1.77273 -3.52890 0.00208
C -2.85606 -4.00551 -0.73204
C -3.75554 -4.90026 -0.16462
C -3.57019 -5.35292 1.15552
C -2.46768 -4.91631 1.88046
C -1.57591 -4.02733 1.31529
C 0.54167 -3.35052 -0.75763
C 0.52625 -4.47770 -1.57164
C 1.64962 -5.27324 -1.70854
C 2.81234 -4.97699 -1.00786
C 2.83633 -3.86945 -0.17694
C 1.70678 -3.06751 -0.06348
H -1.13199 -3.08885 -5.58687
H 0.16618 -2.02758 -5.01891
H -1.14092 -1.38096 -6.02807
H -3.37516 -3.04197 -4.41143
H -3.57141 -1.37281 -4.95223
H -3.71837 -1.75190 -3.24370
H -2.37336 -1.69060 -1.53032
H -1.71078 0.31333 -1.68930
H -1.98308 1.81242 -3.20811
H -2.20005 4.22585 -3.55065
H -0.28913 5.73588 -3.13417
H 1.86467 4.78738 -2.34209
H 2.05414 2.35640 -1.93109
H 0.52437 1.14166 -4.87479
H 2.06651 0.30486 -6.56855
H 3.74712 -1.41827 -5.98205
H 3.87134 -2.24636 -3.65039
H 2.35514 -1.35680 -1.95151
H -2.99499 -3.72266 -1.75879
H -4.58812 -5.25901 -0.75131
H -4.26343 -6.05586 1.59389
H -2.29612 -5.28634 2.88149
H -0.69967 -3.71459 1.86933
H -0.37956 -4.74081 -2.10552
H 1.61594 -6.13651 -2.35504
H 3.68497 -5.60684 -1.10517
H 3.73270 -3.62068 0.37480
H 1.74273 -2.17437 0.54885
C 3.28912 3.98248 0.38408
S 1.61102 3.69313 0.84997
O 1.59639 2.24339 1.30189
C 1.48223 4.69456 2.29367
C 2.30446 4.47623 3.39625
C 2.13219 5.25403 4.52433
C 1.15167 6.24121 4.54650
C 0.33950 6.45100 3.44546
C 0.49725 5.66644 2.30858
H 3.94808 3.65336 1.18366
H 3.41176 5.04637 0.19683
H 3.47380 3.40956 -0.51829
H 3.05699 3.70157 3.37359
H 2.76052 5.09609 5.38933
H 1.02493 6.84828 5.42983
H -0.41742 7.21889 3.47037
H -0.13534 5.82070 1.44741
```

Calculated values
gap between HOMO and LUMO (spin up / spin down) = 0.3100 / 0.2206 Eh
total charge = +1
energy relative to the best compared isomer or geometry (same formula, charge and spin) = 11.9 kcal/mol
spin multiplicity = 8
expectation value of S² = 16.0264
E_HOMO (spin up / spin down) = -10.453 / -10.441 eV
E = -3944.8189 a.u.

Q: Which of these has the highest energy relative to the best compared isomer or geometry (same formula, charge and spin)?
A: C46H58BCl3N11NaO6S4

Q: Number 1 is which compound?
A: C46H58BCl3N11NaO6S4

Q: What is the total charge in the first record?
A: 0